Formula: C64H110N14
Source: OMol25
Level of theory: wB97M-V/def2-TZVPD

Computed properties:
- HOMO energy: -7.72 eV
- LUMO energy: 0.290 eV
- ΔE to the lowest compared entry with this formula, charge and spin: 312.54 kJ/mol

Last columns: bonded neighbours and bond lengths (Å).
Positions of all 188 atoms, in Å:
1 N 2.9136 -26.1294 9.6520  C2 1.404, C5 1.387, H6 1.010
2 C 3.4983 -27.1193 8.8455  N1 1.404, C3 1.409, H7 1.080
3 C 2.5285 -28.1419 8.8473  C2 1.409, C4 1.383, H8 1.080
4 C 1.3483 -27.7485 9.4514  C3 1.383, C5 1.414, H9 1.080
5 C 1.6551 -26.5219 10.0845  N1 1.387, C4 1.414, H10 1.080
6 H 3.2025 -25.1627 9.6973  N1 1.010
7 H 4.5023 -27.1196 8.4475  C2 1.080
8 H 2.6141 -29.1520 8.4749  C3 1.080
9 H 0.3687 -28.2003 9.5027  C4 1.080
10 H 1.1174 -25.8256 10.7109  C5 1.080
11 N 12.9071 -27.8047 21.3281  C12 1.383, C15 1.406, H16 1.010
12 C 13.3522 -28.9203 22.0142  N11 1.383, C13 1.439, H17 1.080
13 C 14.4050 -29.5631 21.2734  C12 1.439, C14 1.403, H18 1.080
14 C 14.4319 -28.8890 20.0429  C13 1.403, C15 1.451, H19 1.080
15 C 13.4120 -27.8574 20.0168  N11 1.406, C14 1.451, H20 1.080
16 H 12.2448 -27.1187 21.6611  N11 1.010
17 H 12.8872 -28.9643 22.9879  C12 1.080
18 H 14.9694 -30.4324 21.5771  C13 1.080
19 H 15.1332 -29.0926 19.2472  C14 1.080
20 H 13.2361 -27.1631 19.2085  C15 1.080
21 N 9.5575 -19.2040 2.5059  C22 1.372, C25 1.378, H26 1.010
22 C 10.4824 -19.7247 3.3754  N21 1.372, C23 1.411, H27 1.080
23 C 10.6485 -21.1055 3.1379  C22 1.411, C24 1.411, H28 1.080
24 C 9.9805 -21.2932 1.9098  C23 1.411, C25 1.362, H29 1.080
25 C 9.1670 -20.2280 1.6699  N21 1.378, C24 1.362, H30 1.080
26 H 9.1042 -18.3049 2.4264  N21 1.010
27 H 10.7984 -19.1384 4.2255  C22 1.080
28 H 11.2582 -21.8175 3.6744  C23 1.080
29 H 9.9187 -22.1676 1.2788  C24 1.080
30 H 8.5108 -20.1748 0.8137  C25 1.080
31 N 12.7687 -20.6213 16.7371  C32 1.346, C35 1.390, H36 1.010
32 C 13.6342 -20.8043 17.7515  N31 1.346, C33 1.402, H37 1.080
33 C 13.3506 -19.8003 18.6884  C32 1.402, C34 1.414, H38 1.080
34 C 12.4864 -18.8494 18.0975  C33 1.414, C35 1.410, H39 1.080
35 C 12.1334 -19.3901 16.8444  N31 1.390, C34 1.410, H40 1.080
36 H 12.6200 -21.2171 15.9353  N31 1.010
37 H 14.2788 -21.6616 17.8775  C32 1.080
38 H 13.8058 -19.8353 19.6672  C33 1.080
39 H 12.0348 -17.9370 18.4580  C34 1.080
40 H 11.4831 -19.0196 16.0658  C35 1.080
41 N 21.6666 -27.7164 16.9642  C42 1.372, C45 1.385, H46 1.010
42 C 20.5332 -27.5932 16.2012  N41 1.372, C43 1.382, H47 1.080
43 C 20.8915 -28.1768 15.0013  C42 1.382, C44 1.374, H48 1.080
44 C 22.2142 -28.5476 14.9824  C43 1.374, C45 1.364, H49 1.080
45 C 22.7035 -28.2541 16.2208  N41 1.385, C44 1.364, H50 1.080
46 H 21.7366 -27.3313 17.8953  N41 1.010
47 H 19.6192 -27.1854 16.6071  C42 1.080
48 H 20.3023 -28.1737 14.0962  C43 1.080
49 H 22.7797 -29.0229 14.1945  C44 1.080
50 H 23.7196 -28.2530 16.5867  C45 1.080
51 N 13.2891 -33.0748 10.7858  C52 1.361, C55 1.353, H56 1.010
52 C 13.0705 -32.5900 12.0387  N51 1.361, C53 1.391, H57 1.080
53 C 11.7131 -32.5732 12.3415  C52 1.391, C54 1.427, H58 1.080
54 C 11.1245 -33.0679 11.1392  C53 1.427, C55 1.372, H59 1.080
55 C 12.0940 -33.3272 10.2032  N51 1.353, C54 1.372, H60 1.080
56 H 14.2092 -33.2271 10.3982  N51 1.010
57 H 13.9060 -32.1857 12.5910  C52 1.080
58 H 11.2323 -32.2378 13.2486  C53 1.080
59 H 10.0512 -33.1864 11.1199  C54 1.080
60 H 12.1505 -33.7233 9.2001  C55 1.080
61 N 11.7224 -14.6808 9.8108  C62 1.376, C65 1.355, H66 1.010
62 C 11.7513 -15.9422 10.3593  N61 1.376, C63 1.399, H67 1.080
63 C 10.6392 -16.6214 9.8494  C62 1.399, C64 1.409, H68 1.080
64 C 9.9084 -15.6766 9.1020  C63 1.409, C65 1.339, H69 1.080
65 C 10.4796 -14.4836 9.3071  N61 1.355, C64 1.339, H70 1.080
66 H 12.5210 -14.0645 9.8618  N61 1.010
67 H 12.5143 -16.2768 11.0465  C62 1.080
68 H 10.4416 -17.6745 9.9850  C63 1.080
69 H 9.0611 -15.8476 8.4544  C64 1.080
70 H 10.2857 -13.4865 8.9400  C65 1.080
71 N 0.4036 -23.6432 17.2555  C72 1.371, C75 1.365, H76 1.010
72 C 0.1635 -23.2209 18.5376  N71 1.371, C73 1.364, H77 1.080
73 C 1.1642 -22.3657 18.8969  C72 1.364, C74 1.361, H78 1.080
74 C 2.0624 -22.3160 17.8763  C73 1.361, C75 1.343, H79 1.080
75 C 1.6196 -23.1313 16.9053  N71 1.365, C74 1.343, H80 1.080
76 H -0.1276 -24.2942 16.6949  N71 1.010
77 H -0.7351 -23.4402 19.0950  C72 1.080
78 H 1.1739 -21.8443 19.8427  C73 1.080
79 H 3.0013 -21.7827 17.8974  C74 1.080
80 H 2.1026 -23.4801 16.0045  C75 1.080
81 N 3.4896 -20.4078 7.5939  C82 1.353, C85 1.400, H86 1.010
82 C 4.5636 -20.7146 8.3578  N81 1.353, C83 1.345, H87 1.080
83 C 4.4272 -20.4145 9.6617  C82 1.345, C84 1.437, H88 1.080
84 C 3.2316 -19.6324 9.8166  C83 1.437, C85 1.433, H89 1.080
85 C 2.6026 -19.9209 8.5621  N81 1.400, C84 1.433, H90 1.080
86 H 3.3497 -20.4401 6.5942  N81 1.010
87 H 5.3988 -21.1800 7.8555  C82 1.080
88 H 5.1615 -20.7162 10.3940  C83 1.080
89 H 2.8452 -19.1510 10.7028  C84 1.080
90 H 1.5755 -19.7770 8.2610  C85 1.080
91 N 4.9602 -26.9245 20.6366  C92 1.422, C95 1.430, H96 1.010
92 C 4.2760 -27.2532 21.8394  N91 1.422, C93 1.387, H97 1.080
93 C 5.1295 -28.1498 22.4642  C92 1.387, C94 1.430, H98 1.080
94 C 6.2910 -28.3572 21.6554  C93 1.430, C95 1.379, H99 1.080
95 C 6.1719 -27.6645 20.4693  N91 1.430, C94 1.379, H100 1.080
96 H 4.5477 -26.3087 19.9504  N91 1.010
97 H 3.3365 -26.8508 22.1884  C92 1.080
98 H 4.9068 -28.5690 23.4342  C93 1.080
99 H 7.2471 -28.7833 21.9216  C94 1.080
100 H 6.7661 -27.5004 19.5825  C95 1.080
101 C 4.5344 -34.0905 14.9391  C102 1.557, H108 1.090, H109 1.090, H110 1.090
102 C 3.4447 -34.7084 14.0153  C101 1.557, N103 1.468, H111 1.090, H112 1.090
103 N 3.0548 -36.1013 14.2631  C102 1.468, C104 1.432, C106 1.510
104 C 1.7902 -36.4708 13.7013  N103 1.432, C105 1.510, H113 1.090, H114 1.090
105 C 1.8367 -36.8656 12.2446  C104 1.510, H115 1.090, H116 1.090, H117 1.090
106 C 4.1376 -37.1374 14.0765  N103 1.510, C107 1.493, H118 1.090, H119 1.090
107 C 3.7308 -38.4662 14.6213  C106 1.493, H120 1.090, H121 1.090, H122 1.090
108 H 5.4232 -34.6999 15.1027  C101 1.090
109 H 4.1466 -33.8246 15.9225  C101 1.090
110 H 4.9204 -33.2470 14.3667  C101 1.090
111 H 2.6246 -34.0186 14.2140  C102 1.090
112 H 3.6666 -34.6890 12.9483  C102 1.090
113 H 1.5043 -37.3616 14.2606  C104 1.090
114 H 0.9756 -35.7510 13.7815  C104 1.090
115 H 2.0075 -35.9146 11.7402  C105 1.090
116 H 2.6336 -37.5725 12.0135  C105 1.090
117 H 0.8417 -37.1809 11.9305  C105 1.090
118 H 4.9434 -36.7098 14.6731  C106 1.090
119 H 4.4051 -37.1745 13.0205  C106 1.090
120 H 4.5538 -39.1792 14.6699  C107 1.090
121 H 2.8876 -38.9080 14.0904  C107 1.090
122 H 3.2830 -38.4563 15.6151  C107 1.090
123 C 20.0270 -12.0913 13.0730  C124 1.526, H130 1.090, H131 1.090, H132 1.090
124 C 20.3082 -13.3223 13.9304  C123 1.526, N125 1.473, H133 1.090, H134 1.090
125 N 20.5091 -14.5135 13.0880  C124 1.473, C126 1.507, C128 1.446
126 C 20.3966 -15.8398 13.7939  N125 1.507, C127 1.506, H135 1.090, H136 1.090
127 C 19.4678 -16.8632 13.1948  C126 1.506, H137 1.090, H138 1.090, H139 1.090
128 C 21.5361 -14.5315 12.0695  N125 1.446, C129 1.557, H140 1.090, H141 1.090
129 C 22.9143 -14.0900 12.6447  C128 1.557, H142 1.090, H143 1.090, H144 1.090
130 H 20.0190 -11.1801 13.6712  C123 1.090
131 H 19.0539 -12.0966 12.5820  C123 1.090
132 H 20.8285 -11.9078 12.3575  C123 1.090
133 H 21.3135 -13.2082 14.3360  C124 1.090
134 H 19.5578 -13.6091 14.6671  C124 1.090
135 H 20.0596 -15.7056 14.8218  C126 1.090
136 H 21.4093 -16.2370 13.7246  C126 1.090
137 H 18.3972 -16.6620 13.1567  C127 1.090
138 H 19.6018 -17.8126 13.7133  C127 1.090
139 H 19.8301 -16.9745 12.1728  C127 1.090
140 H 21.7067 -15.4730 11.5474  C128 1.090
141 H 21.2345 -13.8602 11.2654  C128 1.090
142 H 23.6398 -14.0645 11.8316  C129 1.090
143 H 22.9443 -13.0946 13.0879  C129 1.090
144 H 23.3194 -14.8077 13.3580  C129 1.090
145 C 11.3903 -25.7397 9.8006  C146 1.506, H152 1.090, H153 1.090, H154 1.090
146 C 11.2351 -24.7599 10.9340  C145 1.506, N147 1.486, H155 1.090, H156 1.090
147 N 11.5436 -25.2464 12.3034  C146 1.486, C148 1.473, C150 1.494
148 C 12.7720 -26.0600 12.3010  N147 1.473, C149 1.566, H157 1.090, H158 1.090
149 C 14.0457 -25.2055 11.9853  C148 1.566, H159 1.090, H160 1.090, H161 1.090
150 C 10.4859 -26.1664 12.8196  N147 1.494, C151 1.519, H162 1.090, H163 1.090
151 C 9.1645 -25.5154 13.1914  C150 1.519, H164 1.090, H165 1.090, H166 1.090
152 H 10.9714 -25.3200 8.8860  C145 1.090
153 H 10.8027 -26.6310 10.0209  C145 1.090
154 H 12.4089 -25.7998 9.4173  C145 1.090
155 H 11.7058 -23.7787 10.8732  C146 1.090
156 H 10.1962 -24.4343 10.8820  C146 1.090
157 H 12.8055 -26.4486 13.3188  C148 1.090
158 H 12.6906 -26.9519 11.6796  C148 1.090
159 H 13.9308 -24.1764 12.3258  C149 1.090
160 H 14.8070 -25.6434 12.6309  C149 1.090
161 H 14.3371 -25.3016 10.9394  C149 1.090
162 H 10.8279 -26.7642 13.6644  C150 1.090
163 H 10.3405 -26.9769 12.1054  C150 1.090
164 H 8.6615 -25.0367 12.3512  C151 1.090
165 H 9.3051 -24.7842 13.9874  C151 1.090
166 H 8.5852 -26.3902 13.4870  C151 1.090
167 C 21.9755 -22.5328 8.6091  C168 1.467, H174 1.090, H175 1.090, H176 1.090
168 C 20.9644 -23.3509 7.9302  C167 1.467, N169 1.558, H177 1.090, H178 1.090
169 N 21.1527 -23.2851 6.3848  C168 1.558, C170 1.442, C172 1.522
170 C 22.0392 -24.3251 5.9243  N169 1.442, C171 1.537, H179 1.090, H180 1.090
171 C 22.3799 -24.3529 4.4258  C170 1.537, H181 1.090, H182 1.090, H183 1.090
172 C 19.7957 -23.1916 5.7020  N169 1.522, C173 1.572, H184 1.090, H185 1.090
173 C 18.7955 -22.0563 6.1286  C172 1.572, H186 1.090, H187 1.090, H188 1.090
174 H 21.5020 -22.2126 9.5372  C167 1.090
175 H 22.1901 -21.6044 8.0799  C167 1.090
176 H 22.9119 -23.0643 8.7785  C167 1.090
177 H 20.9095 -24.3673 8.3200  C168 1.090
178 H 20.0254 -22.9219 8.2798  C168 1.090
179 H 22.8853 -24.3652 6.6103  C170 1.090
180 H 21.5206 -25.2822 5.9790  C170 1.090
181 H 22.8277 -23.4390 4.0355  C171 1.090
182 H 23.0087 -25.1959 4.1391  C171 1.090
183 H 21.4884 -24.5341 3.8254  C171 1.090
184 H 19.2561 -24.1219 5.8790  C172 1.090
185 H 19.9480 -22.9814 4.6434  C172 1.090
186 H 18.4677 -22.1034 7.1671  C173 1.090
187 H 17.9047 -22.0718 5.5007  C173 1.090
188 H 19.1185 -21.0308 5.9492  C173 1.090

Here are the Löwdin charges for atoms 1 to 6, given in e:
1. N -0.020
2. C -0.098
3. C -0.150
4. C -0.117
5. C -0.123
6. H 0.137